{
  "formula": "C22H25As2N2OPdS",
  "method": "wB97M-V/def2-TZVPD",
  "relative_energy_ev": 0.098,
  "spin_multiplicity": 2,
  "lumo_energy_ha": [-0.234, -0.294],
  "charge": 2,
  "species": ["Pd", "O", "N", "C", "C", "C", "C", "C", "S", "H", "H", "H", "H", "C", "As", "C", "C", "C", "C", "C", "C", "C", "As", "C", "C", "H", "H", "H", "H", "H", "H", "H", "H", "H", "H", "H", "H", "H", "H", "H", "H", "N", "C", "C", "C", "C", "C", "C", "C", "H", "H", "H", "H", "H"],
  "xyz": [[-0.531, 0.165, 0.242], [-1.165, -0.076, 2.208], [-0.642, -1.103, 2.909], [-0.691, -0.995, 4.254], [-0.231, -2.013, 5.044], [0.292, -3.153, 4.435], [0.343, -3.233, 3.062], [-0.137, -2.181, 2.281], [-0.129, -2.239, 0.543], [-1.111, -0.068, 4.612], [-0.278, -1.912, 6.118], [0.664, -3.972, 5.036], [0.752, -4.100, 2.562], [-3.766, 1.267, 0.602], [-2.773, -0.142, -0.255], [-3.524, -1.796, 0.363], [-3.052, -0.008, -2.149], [-4.258, -0.356, -2.745], [-4.404, -0.212, -4.118], [-3.358, 0.278, -4.888], [-2.154, 0.631, -4.293], [-2.001, 0.483, -2.921], [-0.377, 0.945, -2.001], [-0.191, 2.864, -2.063], [1.092, 0.229, -3.017], [-4.813, 1.187, 0.313], [-3.374, 2.231, 0.284], [-3.658, 1.156, 1.679], [-4.605, -1.752, 0.224], [-3.297, -1.902, 1.421], [-3.102, -2.622, -0.200], [-5.083, -0.740, -2.158], [-5.338, -0.487, -4.590], [-3.480, 0.384, -5.957], [-1.347, 1.010, -4.909], [-0.227, 3.193, -3.101], [0.766, 3.138, -1.622], [-1.001, 3.327, -1.504], [1.125, 0.719, -3.989], [0.947, -0.842, -3.146], [2.021, 0.420, -2.484], [1.498, 0.643, 0.686], [2.638, 0.734, 0.794], [4.052, 0.853, 0.951], [4.581, 2.053, 1.432], [5.951, 2.163, 1.583], [6.774, 1.091, 1.258], [6.239, -0.099, 0.780], [4.872, -0.229, 0.623], [3.929, 2.878, 1.685], [6.379, 3.083, 1.956], [7.845, 1.184, 1.379], [6.890, -0.926, 0.532], [4.443, -1.153, 0.257]],
  "atomic_forces_ev_per_a": [[0.2, 0.3, 0.3], [0.1, -0.1, 0.1], [0.0, 0.0, 0.0], [0.0, 0.0, 0.0], [0.0, 0.0, 0.0], [0.0, 0.0, 0.0], [0.0, 0.0, 0.0], [0.0, 0.0, 0.1], [0.1, -0.1, -0.1], [0.0, 0.0, 0.0], [0.0, 0.0, 0.0], [0.0, 0.0, 0.0], [0.0, 0.0, 0.0], [0.0, 0.0, 0.0], [-0.4, -0.1, 0.0], [-0.1, 0.0, 0.0], [0.0, 0.0, 0.0], [0.0, 0.0, 0.0], [0.0, 0.0, 0.0], [0.0, 0.0, 0.0], [0.0, 0.0, 0.0], [0.0, 0.0, 0.0], [0.1, -0.1, -0.1], [0.0, 0.0, 0.0], [0.0, 0.0, 0.0], [0.0, 0.0, 0.0], [0.0, 0.0, 0.0], [0.0, 0.0, 0.0], [0.0, 0.0, 0.0], [0.0, 0.0, 0.0], [0.0, 0.0, 0.0], [0.0, 0.0, 0.0], [0.0, 0.0, 0.0], [0.0, 0.0, 0.0], [0.0, 0.0, 0.0], [0.0, 0.0, 0.0], [0.0, 0.0, 0.0], [0.0, 0.0, 0.0], [0.0, 0.0, 0.0], [0.0, 0.0, 0.0], [0.0, 0.0, 0.0], [0.0, -0.1, -0.2], [0.0, 0.0, 0.1], [-0.1, 0.1, 0.0], [0.0, 0.0, 0.0], [0.0, 0.0, 0.0], [0.0, 0.0, 0.0], [0.0, 0.0, 0.0], [0.0, 0.0, 0.0], [0.0, 0.0, 0.0], [0.0, 0.0, 0.0], [0.0, 0.0, 0.0], [0.0, 0.0, 0.0], [0.0, 0.0, 0.0]]
}